(1)
{
  "formula": "C21H38As3F4N2Ru",
  "method": "ωB97M-V/def2-TZVPD",
  "s_squared": 6.055,
  "multiplicity": 5,
  "orbital_gap_ha": [0.3166, 0.2494],
  "charge": 3,
  "de_lowest_ev": 0.514,
  "symbols": ["Ru", "C", "N", "C", "C", "C", "N", "C", "C", "F", "C", "F", "C", "C", "F", "C", "F", "H", "H", "H", "H", "H", "H", "H", "H", "H", "H", "H", "C", "As", "C", "C", "C", "C", "C", "As", "C", "C", "C", "As", "C", "C", "H", "H", "H", "H", "H", "H", "H", "H", "H", "H", "H", "H", "H", "H", "H", "H", "H", "H", "H", "H", "H", "H", "H", "H", "H", "H", "H"],
  "coordinates": [[-0.82543, -1.07882, 0.93145], [-3.38523, -2.84579, 0.92821], [-1.98238, -2.83067, 1.41903], [-1.16980, -3.95065, 0.81849], [-2.05483, -2.95554, 2.90389], [-0.73454, -2.46866, 3.57310], [-0.53286, -1.16757, 3.02905], [-0.45042, -0.09412, 3.82392], [-0.82307, 1.17151, 3.29153], [-1.32109, 1.24298, 2.02198], [-0.92512, 2.29456, 4.03934], [-1.33643, 3.37966, 3.41682], [-0.60718, 2.26148, 5.40570], [-0.23927, 1.03704, 5.97700], [-0.04631, 0.87592, 7.28910], [-0.04465, -0.06503, 5.20368], [0.50750, -1.13732, 5.77149], [-4.00864, -3.65338, 1.26467], [-3.29291, -2.98699, -0.13265], [-3.84347, -1.87053, 1.14127], [-1.62303, -4.87152, 1.11760], [-0.14181, -3.85523, 1.25347], [-1.16240, -3.82538, -0.25490], [-2.30913, -3.93782, 3.23364], [-2.82406, -2.33024, 3.31189], [0.14836, -3.09911, 3.31494], [-0.90507, -2.53701, 4.64810], [-0.80247, 3.15214, 5.96543], [-0.63854, -1.99390, -2.71462], [-1.17008, -0.66525, -1.46812], [-2.99708, -0.26597, -1.86641], [-0.20843, 0.93193, -2.16268], [1.30947, 0.80084, -2.33773], [1.60311, 0.23845, -3.71889], [2.01972, -0.10578, -1.29341], [1.46735, -0.17193, 0.57263], [1.89089, 1.48245, 1.37025], [2.88813, -1.33628, 1.20335], [2.08534, 2.16655, -2.23626], [1.78738, 3.55104, -3.59281], [2.35496, 3.40592, -5.47723], [-0.01412, 4.32721, -3.47265], [-1.18808, -2.94537, -2.71573], [0.37729, -2.32163, -2.58515], [-0.69247, -1.61476, -3.76390], [-3.60957, -0.65935, -1.08648], [-3.30077, -0.71357, -2.83320], [-3.10533, 0.80094, -1.98620], [-0.40732, 1.75338, -1.48507], [-0.68450, 1.19300, -3.11642], [1.13164, -0.74675, -3.76690], [2.68033, 0.10174, -3.83619], [1.20021, 0.88936, -4.47065], [3.09884, -0.03006, -1.33473], [1.75244, -1.17065, -1.55554], [2.93408, 1.78655, 1.22629], [1.72388, 1.44629, 2.42179], [1.28191, 2.29283, 1.00578], [3.81936, -0.75533, 1.16040], [3.01232, -2.19483, 0.53776], [2.74421, -1.67302, 2.22862], [3.15889, 1.94682, -2.27545], [1.92406, 2.68203, -1.32327], [3.27020, 2.78989, -5.52512], [2.55354, 4.44286, -5.77407], [1.51333, 3.03952, -6.11823], [-0.27699, 4.61428, -2.46670], [-0.66198, 3.60133, -3.96224], [0.10815, 5.22528, -4.11212]],
  "atomic_forces_ev_per_a": [[0.366, 0.326, 0.561], [0.665, 0.876, -0.917], [-0.508, -0.229, 0.596], [0.431, 1.439, 1.150], [1.766, 0.476, 0.258], [-0.331, -1.759, -0.319], [0.116, 0.912, -0.227], [0.289, 0.397, 0.138], [-0.468, -0.583, -0.472], [0.382, -0.447, 0.123], [0.588, -0.101, 0.569], [-0.123, 0.504, 0.324], [-0.586, -0.391, -0.352], [0.021, 0.919, 0.929], [0.035, 0.598, -0.840], [-0.067, -1.237, -0.648], [-0.382, 0.180, -0.419], [-0.038, -0.456, 0.721], [-0.303, 0.176, -0.703], [-0.037, -0.389, 0.023], [-0.085, -0.844, 0.009], [-0.755, -0.370, -0.563], [0.066, -0.138, -0.214], [-0.022, -1.047, -0.064], [-0.579, 0.603, -0.217], [-0.649, 0.186, 0.202], [0.283, 0.285, -0.031], [0.172, 0.290, 0.548], [-0.134, -0.943, -1.850], [0.255, 0.142, 0.269], [0.019, -0.181, -1.486], [0.023, -0.042, 0.206], [1.027, 0.576, 0.137], [0.315, -0.969, 0.821], [-1.334, -1.313, -0.363], [0.190, -0.575, -0.139], [0.736, 1.112, -0.100], [0.394, 0.096, -0.091], [0.082, -0.777, -1.086], [-0.444, 0.308, -0.056], [-0.424, -0.204, 0.132], [1.348, 0.277, -1.197], [-0.380, 0.483, 0.322], [0.550, 0.074, 0.306], [-0.222, -0.179, 0.814], [-0.546, -0.047, 0.466], [0.212, 0.089, 0.530], [-0.197, 0.359, 0.276], [-0.351, 0.128, 0.386], [0.080, -0.126, 0.113], [0.265, 0.311, -0.496], [-0.063, 0.056, -0.278], [-0.168, 0.179, -0.630], [0.223, 0.092, -0.076], [0.552, 0.890, 0.045], [-0.084, -0.336, -0.105], [-0.104, -0.204, 0.894], [-0.427, 0.210, -0.283], [-0.222, -0.104, 0.042], [-0.192, 0.062, 0.126], [-0.139, 0.026, -0.053], [-0.156, 0.080, -0.138], [-0.340, 0.554, 0.978], [-0.557, 0.296, -0.116], [0.149, -0.223, 0.081], [0.721, 0.024, 0.659], [-0.112, -0.142, 0.215], [-0.308, 0.171, 0.187], [-0.479, -0.407, 0.377]],
  "nbo_charge": [0.594, -0.422, -0.438, -0.423, -0.230, -0.271, -0.398, 0.026, 0.303, -0.310, 0.352, -0.264, -0.220, 0.338, -0.252, 0.394, -0.271, 0.242, 0.207, 0.219, 0.240, 0.216, 0.218, 0.237, 0.226, 0.231, 0.251, 0.288, -0.999, 1.084, -0.946, -0.722, -0.034, -0.618, -0.732, 1.088, -0.983, -0.929, -0.720, 1.363, -0.921, -0.928, 0.278, 0.243, 0.260, 0.249, 0.271, 0.257, 0.235, 0.243, 0.232, 0.233, 0.207, 0.257, 0.243, 0.266, 0.259, 0.247, 0.258, 0.258, 0.261, 0.264, 0.245, 0.280, 0.286, 0.281, 0.269, 0.257, 0.280]
}

(2)
{
  "formula": "C3H8N2OS",
  "method": "ωB97M-V/def2-TZVPD",
  "orbital_gap_ha": 0.3460,
  "charge": 0,
  "de_lowest_ev": 2.570,
  "smiles": "[H]/N=C(/CCS)NO",
  "symbols": ["H", "N", "C", "C", "C", "S", "N", "O", "H", "H", "H", "H", "H", "H", "H"],
  "coordinates": [[-1.12390, -1.70640, 0.94416], [-0.26061, -1.17657, 0.72966], [-0.57287, -0.14092, 0.08811], [0.47913, 0.93057, -0.12983], [1.81958, 0.53260, 0.46801], [2.70032, -0.77575, -0.48525], [-1.75863, 0.14015, -0.56807], [-2.83948, -0.64007, -0.19268], [0.55230, 1.18939, -1.17386], [0.18548, 1.85002, 0.41425], [2.42364, 1.44437, 0.47641], [1.69079, 0.19324, 1.49867], [1.65347, -1.69125, -0.56338], [-2.02438, 1.09293, -0.57457], [-2.92485, -1.24229, -0.93162]],
  "atomic_forces_ev_per_a": [[0.573, -0.055, -0.396], [-1.263, -0.750, 0.956], [0.926, 0.942, -0.485], [-0.157, 0.086, 0.841], [-0.012, -0.250, -0.258], [-0.777, -0.210, -0.021], [0.465, -0.566, 0.021], [-0.316, -0.190, 0.261], [0.135, 0.054, -0.438], [-0.240, -0.319, -0.252], [0.359, -0.410, -0.108], [-0.014, 0.055, -0.212], [0.903, 0.945, 0.286], [-0.289, 0.994, 0.007], [-0.293, -0.327, -0.201]],
  "nbo_charge": [0.353, -0.714, 0.420, -0.482, -0.498, -0.086, -0.340, -0.556, 0.230, 0.219, 0.223, 0.234, 0.159, 0.364, 0.474]
}

(3)
{
  "formula": "C19H42Br2ClO8P2",
  "method": "ωB97M-V/def2-TZVPD",
  "orbital_gap_ha": 0.1489,
  "charge": -1,
  "symbols": ["C", "C", "Cl", "C", "C", "C", "Br", "C", "C", "Br", "H", "H", "H", "H", "H", "H", "H", "H", "H", "H", "H", "H", "O", "P", "O", "C", "C", "O", "C", "C", "O", "C", "C", "H", "H", "H", "H", "H", "H", "H", "H", "H", "H", "H", "H", "H", "H", "H", "O", "P", "O", "C", "C", "O", "C", "C", "O", "C", "C", "H", "H", "H", "H", "H", "H", "H", "H", "H", "H", "H", "H", "H", "H", "H"],
  "coordinates": [[7.22250, -3.76361, 1.56393], [6.02120, -3.89572, 0.61072], [6.70412, -4.10790, -1.06687], [5.14723, -2.62160, 0.59018], [3.82697, -2.90446, -0.19888], [2.74053, -3.05459, 0.81980], [1.95816, -1.22227, 1.25683], [1.61291, -4.02529, 0.42736], [0.55826, -4.06429, 1.60172], [2.25776, -5.88336, 0.23779], [6.92552, -3.57579, 2.60243], [7.85591, -4.65508, 1.45700], [7.83362, -2.91347, 1.22835], [5.38904, -4.74721, 0.88427], [5.71531, -1.80674, 0.11018], [4.94080, -2.30280, 1.62698], [3.92224, -3.84069, -0.76497], [3.17221, -3.43308, 1.76704], [1.09185, -3.67125, -0.46490], [1.00960, -3.64402, 2.50507], [-0.27822, -3.41867, 1.29985], [0.21481, -5.09205, 1.74293], [-4.39592, 0.45569, 3.53780], [-4.33227, -0.58199, 2.46078], [-3.99826, 0.28037, 1.12409], [-2.68728, 0.85071, 0.98715], [-1.67984, -0.18711, 0.53385], [-5.95266, -0.82734, 2.24396], [-6.86644, -0.63062, 3.32028], [-7.61479, 0.67322, 3.13942], [-4.03024, -2.01417, 1.69565], [-4.42046, -3.23481, 2.35423], [-5.60020, -3.85103, 1.63114], [-2.37674, 1.30576, 1.93219], [-2.76424, 1.64372, 0.24340], [-1.52476, -0.94405, 1.30569], [-0.71890, 0.27717, 0.31326], [-2.03720, -0.70348, -0.35795], [-6.35765, -0.66601, 4.28382], [-7.57366, -1.46609, 3.29774], [-6.92536, 1.51520, 3.07592], [-8.30281, 0.84516, 3.96972], [-8.18420, 0.65698, 2.20856], [-4.65250, -3.05731, 3.40753], [-3.56620, -3.91219, 2.31038], [-6.51530, -3.29473, 1.83014], [-5.75592, -4.88053, 1.95774], [-5.44269, -3.83395, 0.55271], [-0.13448, 2.85848, -2.10990], [1.09217, 3.39331, -2.78151], [2.30874, 2.76020, -1.91586], [2.57417, 1.34881, -2.02155], [3.35445, 1.02594, -3.28068], [1.07312, 4.92748, -2.16708], [-0.15853, 5.54569, -1.79936], [-0.31364, 5.54684, -0.29324], [2.11432, 3.90895, -3.97952], [1.59614, 4.81795, -4.96717], [2.19934, 6.19257, -4.76364], [1.63702, 0.78814, -1.99139], [3.15784, 1.06845, -1.14696], [2.75254, 1.21615, -4.17426], [3.65476, -0.02251, -3.28260], [4.24447, 1.65276, -3.35197], [-1.00587, 5.06134, -2.28530], [-0.12225, 6.57699, -2.16598], [-0.27011, 4.53355, 0.10633], [-1.26361, 5.99852, -0.00051], [0.49983, 6.10695, 0.17079], [0.50423, 4.85787, -4.93173], [1.88452, 4.43037, -5.94621], [1.76832, 6.68322, -3.89226], [2.01319, 6.82710, -5.63211], [3.27341, 6.12033, -4.59235]],
  "atomic_forces_ev_per_a": [[0.253, -0.072, -0.827], [0.289, 1.383, 0.941], [-0.187, -0.399, 0.288], [-0.415, -0.475, -1.356], [-0.412, -0.020, 1.772], [2.269, -2.144, -2.253], [-0.577, 0.554, 0.450], [-1.091, 1.209, 1.912], [0.217, 0.036, -1.057], [0.116, 0.385, -0.296], [-0.088, -0.262, -0.218], [-0.111, 0.147, 0.403], [-0.165, -0.120, 0.144], [0.236, -0.046, -0.444], [0.144, -0.216, 0.310], [0.030, -0.156, -0.191], [-0.151, 0.376, -0.110], [-0.657, 0.662, 0.306], [0.491, -0.561, -0.262], [-0.164, -0.295, -0.067], [0.083, -0.184, 0.299], [-0.126, 0.285, 0.194], [2.465, -2.224, 1.226], [-4.820, 2.674, -4.571], [0.334, -0.617, 0.688], [0.435, 0.025, -0.181], [-0.081, -0.062, 0.069], [0.348, -0.616, 0.467], [-0.217, 0.224, -0.100], [-0.022, 0.152, -0.063], [1.566, 0.613, 2.445], [-0.008, -0.432, -0.117], [-0.307, 0.156, 0.049], [-0.091, 0.028, -0.005], [-0.179, -0.026, 0.029], [0.127, 0.043, -0.011], [0.001, -0.027, 0.039], [0.006, 0.079, -0.037], [0.061, 0.129, -0.042], [0.058, -0.037, -0.091], [0.083, -0.072, 0.123], [-0.014, -0.015, -0.011], [-0.038, -0.066, 0.032], [-0.020, 0.003, -0.009], [0.069, 0.137, 0.043], [0.045, 0.054, -0.015], [0.114, -0.016, -0.026], [0.130, -0.087, 0.026], [-0.444, -1.078, -3.398], [3.189, 3.058, 5.812], [-0.488, -0.004, -1.007], [0.228, -0.430, -0.054], [-0.071, 0.086, -0.154], [-0.295, -0.016, -0.846], [0.014, 0.088, 0.341], [0.031, -0.057, 0.144], [-2.177, -1.811, -0.834], [0.182, 0.218, -0.261], [-0.125, 0.192, 0.238], [0.009, 0.040, 0.118], [-0.125, 0.110, 0.080], [0.019, -0.056, -0.007], [-0.040, 0.002, 0.086], [0.017, -0.035, 0.060], [0.033, -0.116, 0.088], [0.108, -0.025, -0.041], [-0.091, -0.041, -0.123], [0.009, 0.017, -0.004], [-0.026, 0.059, -0.042], [0.006, 0.026, 0.006], [-0.057, -0.112, 0.063], [0.014, -0.072, 0.030], [0.044, -0.082, -0.059], [0.009, -0.070, -0.133]],
  "lowdin_charge": [-0.165, -0.720, 0.542, -0.334, -0.331, -0.818, 0.540, -0.742, -0.208, 0.624, 0.071, 0.056, 0.064, 0.087, 0.081, 0.089, -0.003, 0.074, 0.087, 0.049, 0.047, 0.025, -0.229, 0.590, -0.204, -0.274, -0.095, -0.229, -0.309, -0.079, -0.203, -0.266, -0.070, 0.109, 0.116, 0.053, 0.050, 0.085, 0.103, 0.109, 0.076, 0.073, 0.075, 0.114, 0.116, 0.061, 0.077, 0.086, -0.229, 0.587, -0.203, -0.272, -0.084, -0.229, -0.309, -0.075, -0.208, -0.275, -0.072, 0.106, 0.109, 0.062, 0.078, 0.078, 0.102, 0.108, 0.076, 0.074, 0.076, 0.113, 0.114, 0.062, 0.076, 0.085]
}

(4)
{
  "formula": "C4H7N4O",
  "method": "ωB97M-V/def2-TZVPD",
  "orbital_gap_ha": 0.2140,
  "charge": 1,
  "de_lowest_ev": 7.420,
  "symbols": ["C", "C", "C", "C", "N", "N", "N", "N", "O", "H", "H", "H", "H", "H", "H", "H"],
  "coordinates": [[-2.34197, -0.45480, 0.14708], [0.43987, -0.44025, 0.09194], [-1.78162, 0.88874, 0.09548], [-0.19454, 0.85579, -0.27085], [-1.72380, -1.55483, 0.08198], [3.45596, -0.85456, -0.10490], [-0.34003, -1.49212, 0.07847], [3.11180, 0.22307, 0.00230], [2.69559, 1.27182, 0.03513], [-3.42513, -0.39890, 0.13121], [-2.32707, 1.51328, -0.56833], [-1.91492, 1.34047, 1.03831], [0.14999, 1.58798, 0.35873], [-0.12899, 1.11689, -1.40941], [4.32972, -1.31102, -0.14895], [-0.00486, -2.29158, 0.44181]],
  "atomic_forces_ev_per_a": [[-0.698, 0.230, -0.883], [0.611, -0.626, -0.904], [2.983, -0.406, -0.696], [-3.990, -1.098, -2.056], [-1.547, -0.388, -0.163], [-1.515, 0.963, 0.207], [-0.334, 4.428, -0.135], [-0.390, -0.203, -0.327], [0.410, -0.159, 0.167], [-0.173, -1.041, 0.261], [-0.470, 0.380, -0.822], [-0.136, 0.579, 1.406], [1.646, 2.052, 0.828], [0.447, -0.527, 2.115], [1.623, -0.681, -0.028], [1.531, -3.502, 1.031]],
  "nbo_charge": [0.147, 0.000, -0.490, -0.544, -0.269, -0.166, -0.371, 0.671, -0.026, 0.206, 0.247, 0.236, 0.225, 0.260, 0.482, 0.391]
}

(5)
{
  "formula": "C6H14FeO3Se3Te",
  "method": "ωB97M-V/def2-TZVPD",
  "s_squared": 6.219,
  "multiplicity": 5,
  "orbital_gap_ha": [0.2415, 0.1867],
  "charge": 0,
  "de_lowest_ev": 0.447,
  "symbols": ["Fe", "C", "O", "C", "C", "O", "C", "C", "O", "C", "H", "H", "H", "H", "H", "H", "H", "H", "H", "H", "H", "H", "H", "H", "Se", "Se", "Te", "Se"],
  "coordinates": [[-0.00076, -1.25068, -0.06924], [3.25619, -1.08387, 0.57027], [2.27076, -0.39978, -0.18764], [2.34615, 1.00436, -0.00511], [1.19685, 1.65760, -0.74460], [-0.00025, 1.15549, -0.18041], [-1.19801, 1.65847, -0.74305], [-2.34612, 1.00467, -0.00219], [-2.27124, -0.39911, -0.18622], [-3.25606, -1.08414, 0.57204], [4.25244, -0.69607, 0.33706], [3.20043, -2.13615, 0.30298], [3.06007, -0.97267, 1.64075], [3.29867, 1.37850, -0.39659], [2.27310, 1.24032, 1.06274], [1.24646, 1.41609, -1.81251], [1.24672, 2.74436, -0.61881], [-1.24876, 1.41684, -1.81085], [-1.24657, 2.74512, -0.61647], [-3.29905, 1.37989, -0.39173], [-2.27163, 1.23997, 1.06569], [-4.25231, -0.69532, 0.34077], [-3.05751, -0.97544, 1.64227], [-3.20127, -2.13565, 0.30142], [0.00049, -0.74725, 2.26576], [0.00195, -2.90650, 1.53682], [0.00142, -3.35696, -1.37037], [-0.00216, -1.20210, -2.50277]],
  "atomic_forces_ev_per_a": [[-0.019, 0.032, 0.595], [-0.014, 0.006, 0.076], [0.207, 0.376, -0.163], [-0.148, -0.029, -0.023], [0.080, -0.144, 0.050], [0.002, 0.342, -0.020], [-0.069, -0.156, 0.056], [0.144, -0.015, -0.025], [-0.198, 0.372, -0.165], [0.023, 0.003, 0.066], [-0.001, -0.022, -0.032], [-0.019, -0.004, -0.016], [-0.016, -0.002, -0.008], [0.005, 0.049, 0.022], [0.030, 0.002, 0.008], [-0.025, 0.017, -0.014], [0.024, 0.017, -0.018], [0.023, 0.020, -0.015], [-0.028, 0.017, -0.020], [-0.006, 0.045, 0.021], [-0.028, 0.001, 0.009], [0.000, -0.020, -0.029], [0.013, -0.002, -0.007], [0.018, -0.004, -0.011], [-0.001, 0.571, 1.024], [0.004, -0.700, 0.640], [-0.002, -0.568, -1.030], [0.001, -0.206, -0.968]],
  "nbo_charge": [0.587, -0.253, -0.589, -0.075, -0.076, -0.590, -0.076, -0.075, -0.588, -0.253, 0.172, 0.202, 0.195, 0.183, 0.192, 0.187, 0.185, 0.187, 0.185, 0.182, 0.193, 0.172, 0.195, 0.202, -0.386, -0.163, 0.259, -0.351]
}